# 1
C20H21N3O3S2 | ωB97M-V with the def2-TZVPD basis set

Geometry as XYZ:
```
49
Properties=species:S:1:pos:R:3:forces:R:3
C -8.477732 -2.155402 0.265512 -0.128 0.183 0.026
H -9.539239 -2.390116 0.298814 -0.097 -0.106 -0.005
H -8.072005 -2.510596 -0.678999 0.035 -0.079 -0.073
H -7.978410 -2.686923 1.072613 0.042 -0.090 0.051
C -8.256343 -0.647756 0.404628 0.056 -0.236 -0.023
C -6.790421 -0.325170 0.355852 -0.130 0.129 -0.019
C -6.026002 -0.314722 1.515873 0.019 0.024 -0.096
C -4.669996 -0.061626 1.468112 0.111 0.004 -0.081
C -4.040267 0.186236 0.249883 -0.391 -0.042 -0.103
C -4.797142 0.177295 -0.917365 0.174 0.032 -0.170
C -6.153733 -0.078067 -0.853377 -0.053 -0.027 0.263
H -6.730617 -0.081766 -1.767009 -0.066 0.011 -0.109
H -4.318938 0.367227 -1.863173 0.020 0.006 -0.017
N -2.666461 0.445701 0.267734 0.179 0.050 0.403
C -1.814327 0.649429 -0.779395 0.083 0.018 0.147
O -2.135445 0.608027 -1.949583 -0.055 -0.065 -0.120
C -0.407343 0.915101 -0.357916 0.271 0.059 -0.106
C -0.076502 1.611331 0.801935 0.018 -0.102 -0.132
C 1.245346 1.845699 1.120614 0.116 -0.037 -0.007
C 2.267017 1.382459 0.291525 -0.498 -0.050 -0.154
C 1.941849 0.701131 -0.878630 0.125 -0.031 -0.059
C 0.617614 0.482685 -1.196079 -0.301 0.098 0.200
H 0.351151 -0.033313 -2.105802 -0.006 -0.031 -0.088
H 2.733933 0.356311 -1.520625 -0.049 -0.023 -0.032
N 3.578708 1.647403 0.668779 -0.183 0.387 0.639
C 4.712657 1.223153 0.086776 1.236 0.103 -0.142
N 4.841763 0.569397 -0.982856 -0.942 -0.047 -0.253
C 6.167741 0.190325 -1.337511 0.169 0.433 -0.338
C 6.234694 -1.329113 -1.393431 0.254 0.024 0.764
H 7.046356 -1.709590 -2.004561 0.125 -0.084 -0.037
H 5.283521 -1.756596 -1.689390 -0.035 -0.105 0.066
S 6.628108 -1.751803 0.328420 0.549 -0.374 -0.257
O 7.238006 -3.046193 0.428540 0.252 -0.108 -0.169
O 5.517343 -1.464825 1.187423 -0.214 0.336 0.012
C 7.874777 -0.428010 0.450957 -0.529 -0.573 -0.086
C 7.203779 0.722188 -0.268994 0.004 0.631 0.084
H 7.934593 1.388461 -0.731596 -0.065 -0.171 0.030
S 6.231704 1.713963 0.906068 -0.116 0.142 -0.115
H 8.760996 -0.793775 -0.060361 0.081 -0.062 -0.065
H 8.099526 -0.208503 1.489821 -0.018 -0.165 0.073
H 6.396200 0.620908 -2.321217 0.076 -0.149 0.165
H 3.693875 2.139275 1.544126 -0.048 -0.117 -0.171
H 1.492911 2.394390 2.018566 0.023 0.067 0.091
H -0.846839 2.008209 1.448236 -0.058 0.032 0.051
H -2.252653 0.427217 1.189495 0.018 -0.024 -0.247
H -4.090158 -0.055048 2.381658 0.058 0.003 0.089
H -6.498342 -0.504320 2.469328 -0.052 -0.011 0.104
H -8.775611 -0.132231 -0.405712 -0.027 0.064 0.066
H -8.679624 -0.308055 1.352271 -0.035 0.075 -0.050
```
Forces are in eV/Å.

HOMO level, eV: -8.16
Spin multiplicity: 1
LUMO, eV: 0.36
Total energy, Eh: -1961.12190
Max |F|, eV/Å: 1.25
Charge: 0
Relative energy (zero: lowest compared OMol25 entry of this formula, charge and spin), kJ/mol: 75.7
Kohn-Sham gap, hartree: 0.3134


# 2
C20H21N3O3STi | ωB97M-V with the def2-TZVPD basis set

Geometry as XYZ:
```
49
Properties=species:S:1:pos:R:3:forces:R:3
C -3.674764 -0.512079 -0.247856 0.551 1.817 -1.756
C -1.704219 0.760875 -2.210157 -4.387 -0.238 -0.134
H -3.319555 -1.539852 -0.416774 -0.882 -0.005 0.942
H -4.098214 -0.093160 -1.182564 -0.387 -0.406 0.980
H -3.812320 0.089295 0.689398 -0.560 -1.596 -0.719
H -1.156865 -0.131116 -2.437334 1.199 0.318 -0.907
H -2.810423 0.671348 -2.549675 2.199 0.427 0.125
H -1.465031 1.724184 -1.756703 0.558 -0.140 -1.126
C -0.780427 -2.900035 -0.407215 0.028 1.937 -0.252
C 0.094408 -3.955288 -0.446722 -0.429 -1.711 0.241
C 1.435703 -3.755443 -0.739307 0.927 2.304 -0.361
C 1.877688 -2.427051 -0.963162 -0.562 -1.975 0.136
H -1.849388 -3.009780 -0.184935 0.594 -0.091 -0.037
H -0.292732 -4.966803 -0.237837 0.283 0.638 -0.168
H 2.146226 -4.563474 -0.785031 0.007 -0.151 0.052
H 2.909363 -2.198391 -1.159412 0.173 -0.191 0.017
N -0.367520 -1.630092 -0.638240 -1.041 -0.593 0.591
C 0.943750 -1.375287 -0.895850 1.231 2.706 -0.469
C 1.364033 0.030610 -1.069062 -1.789 -3.754 0.831
N 0.467034 0.990300 -0.710220 -0.974 3.156 0.548
C 0.781230 2.286831 -0.796555 -1.548 -2.969 0.511
C 2.917800 1.755054 -1.761426 0.703 -1.739 -0.294
C 1.994844 2.724753 -1.350632 0.301 0.995 0.051
H 0.009879 2.982664 -0.454586 0.291 -0.205 -0.145
H 2.158474 3.792229 -1.446381 0.167 -0.197 -0.059
C 2.615229 0.417895 -1.597722 2.609 1.307 -1.083
H 3.304605 -0.379285 -1.891301 -0.072 0.618 0.025
H 3.861140 2.062478 -2.207084 -0.174 -0.171 0.124
Ti -1.715013 0.102473 -0.293814 0.712 0.682 2.795
C -1.966225 1.985771 0.781470 -0.054 0.440 0.321
H -2.130411 2.851144 0.110063 -0.122 -0.306 0.122
H -1.143451 2.284186 1.469649 -0.297 -0.443 -0.541
H -2.862940 1.927933 1.432349 0.296 -0.046 -0.390
O 1.240381 1.657241 3.224681 0.185 0.682 0.111
S 1.156540 0.267945 2.923409 0.551 -2.594 -0.906
O 2.380519 -0.445645 2.503282 -1.684 1.218 0.609
N -0.056782 -0.046907 1.880619 -0.190 -0.219 -0.377
C -1.052569 -0.782507 2.373792 0.078 0.590 -1.497
O -2.070928 -1.027884 1.638964 1.345 -0.196 1.268
C -0.828960 -1.189208 3.778276 -0.437 -0.150 0.707
C -1.674344 -1.902320 4.640991 0.190 0.149 -0.421
C -1.307543 -2.027111 5.980165 0.522 0.251 0.061
C -0.115700 -1.436929 6.453997 -0.388 -0.135 -0.653
C 0.716605 -0.741340 5.570912 0.319 0.101 0.051
C 0.355223 -0.630815 4.234796 -0.157 -0.276 1.141
H -2.598355 -2.333702 4.240229 0.355 0.202 0.253
H -1.939069 -2.572919 6.677349 0.072 0.106 -0.170
H 0.147931 -1.525460 7.504928 -0.015 0.031 -0.209
H 1.644142 -0.270726 5.903135 -0.296 -0.180 0.062
```
Forces are in eV/Å.

HOMO level (alpha / beta), eV: -6.16 / -8.03
Spin multiplicity: 3
LUMO (alpha / beta), eV: -0.19 / -4.24
Total energy, Eh: -2412.13881
Max |F|, eV/Å: 4.40
Charge: 0
Relative energy (zero: lowest compared OMol25 entry of this formula, charge and spin), kJ/mol: 470.9
Kohn-Sham gap (alpha / beta), hartree: 0.2195 / 0.1394


# 3
C20H21N3O4S | ωB97M-V with the def2-TZVPD basis set

Geometry as XYZ:
```
49
Properties=species:S:1:pos:R:3:forces:R:3
C -0.801915 1.527361 -3.572260 -0.282 0.055 -0.056
H -1.047541 1.392538 -4.630652 0.010 0.000 0.065
O 0.555143 1.246512 -3.313464 0.395 -0.172 0.080
C 0.972873 -0.054658 -3.400345 0.279 -0.294 -0.262
C 0.271099 -1.043870 -4.075216 -0.153 0.358 -0.002
C 0.775532 -2.330235 -4.153320 0.084 -0.102 0.031
C 1.981052 -2.644983 -3.558266 -0.030 -0.193 -0.047
C 2.675235 -1.663435 -2.871183 -0.080 0.138 -0.026
C 2.192294 -0.370305 -2.784707 -0.055 0.174 0.002
C 2.947823 0.675620 -2.002426 0.046 0.008 -0.052
N 2.108588 1.383633 -1.057281 0.054 0.279 -0.317
C 1.918540 0.951387 0.199612 0.197 0.579 0.284
O 2.585720 0.110156 0.765250 0.143 -0.279 0.126
C 0.840523 1.759099 0.936554 0.463 -0.246 0.246
N -0.418130 1.720970 0.225459 -0.293 -0.903 -0.053
S -0.982973 0.155296 0.000884 -0.445 0.020 -0.396
O -2.368087 0.236857 -0.360318 -0.025 0.112 0.370
O -0.112919 -0.461913 -0.956604 0.204 -0.123 0.433
C -0.753251 -0.757649 1.534280 0.081 0.204 -0.654
C 0.117844 -1.808601 1.516962 -0.013 0.166 -0.206
C 0.307685 -2.590540 2.667393 -0.124 -0.066 0.308
C -0.394417 -2.316553 3.808756 0.153 -0.118 -0.167
C -1.297798 -1.235105 3.853746 -0.123 0.342 -0.370
C -2.048057 -0.898791 4.999737 -0.127 0.196 -0.067
C -2.888876 0.180270 4.958570 0.163 -0.254 0.112
C -2.954762 0.933783 3.773334 -0.008 0.039 0.017
N -2.276852 0.656348 2.694677 -0.188 0.262 -0.238
C -1.470594 -0.419554 2.697017 0.057 -0.441 0.717
H -3.589514 1.808864 3.715066 -0.097 0.078 0.078
H -3.483482 0.464646 5.812627 -0.040 0.020 0.066
H -1.944782 -1.498263 5.893606 -0.010 -0.037 0.072
H -0.267579 -2.920304 4.696267 0.043 -0.067 0.066
H 1.008214 -3.410271 2.637166 0.053 -0.071 0.010
H 0.655259 -2.016320 0.605577 0.102 -0.051 -0.050
C -1.390577 2.703949 0.645812 -0.430 0.362 0.115
H -1.099661 3.681230 0.256813 0.042 -0.032 -0.051
H -2.345852 2.406794 0.222742 -0.084 0.239 0.093
H -1.484637 2.751417 1.733564 0.005 0.057 -0.101
H 0.749927 1.370742 1.961557 0.092 0.071 -0.134
H 1.173358 2.800643 0.990063 -0.079 -0.106 -0.024
H 1.344377 1.889870 -1.484152 0.036 -0.054 0.142
H 3.749768 0.202419 -1.432411 -0.023 0.081 -0.152
H 3.374466 1.419537 -2.684615 0.045 -0.104 0.108
H 3.606137 -1.907364 -2.380089 0.102 0.004 0.076
H 2.372813 -3.649582 -3.612908 0.029 -0.081 -0.010
H 0.213524 -3.088012 -4.679530 -0.044 -0.048 -0.041
H -0.679595 -0.824319 -4.533905 -0.093 0.055 -0.038
H -0.942411 2.575253 -3.307536 -0.041 -0.065 -0.039
H -1.453534 0.905431 -2.951901 0.011 0.006 -0.069
```
Forces are in eV/Å.

HOMO level, eV: -8.19
Spin multiplicity: 1
LUMO, eV: -0.32
Total energy, Eh: -1638.14347
Max |F|, eV/Å: 0.95
Charge: 0
Relative energy (zero: lowest compared OMol25 entry of this formula, charge and spin), kJ/mol: 247.2
Kohn-Sham gap, hartree: 0.2894


# 4
C20H21N7S3Zr | ωB97M-V with the def2-TZVPD basis set

Geometry as XYZ:
```
52
Properties=species:S:1:pos:R:3:forces:R:3
Zr -0.414662 -0.960760 0.495691 0.188 -0.917 0.301
C -1.530296 3.309186 1.157433 0.094 0.056 -0.120
C -1.428808 1.943832 0.590470 -0.363 0.019 -0.076
N -0.462449 1.149329 0.820259 0.207 0.205 0.117
N 0.648663 1.460190 1.615314 -0.379 -0.405 -0.211
C 0.647070 0.685552 2.687112 0.031 0.259 0.006
N 1.664682 0.824460 3.547086 -0.057 0.016 0.082
S -0.597020 -0.516843 3.041646 0.053 0.154 -0.206
C -2.531976 1.275910 -0.160159 0.239 0.050 0.219
C -3.529498 1.985493 -0.778042 -0.246 0.024 -0.071
C -4.565057 1.291843 -1.404118 -0.005 0.170 0.016
C -4.558474 -0.083776 -1.371051 -0.020 -0.125 -0.015
C -3.503070 -0.734148 -0.747752 0.104 -0.046 0.104
N -2.494859 -0.088307 -0.152755 -0.240 0.438 -0.219
H -0.538330 3.722914 1.322464 0.001 0.010 0.009
H -2.033750 3.237934 2.126662 -0.020 -0.004 -0.010
H -2.112217 3.974579 0.525801 0.016 0.022 0.010
H 2.255346 1.637534 3.452218 0.020 -0.018 -0.005
H 1.608615 0.392281 4.453668 -0.007 -0.055 -0.004
H -3.516509 3.065311 -0.771013 -0.016 -0.012 -0.012
H -5.365055 1.831876 -1.893339 0.013 -0.009 0.002
H -5.350546 -0.667412 -1.818865 0.016 0.013 -0.004
H -3.456006 -1.812943 -0.723849 -0.018 -0.052 -0.018
S -0.879840 -2.875111 -1.195402 -0.012 0.482 0.106
C -0.454013 -1.476478 -2.133917 0.000 0.105 0.199
N 0.155065 -0.450798 -1.539876 0.099 0.385 -0.110
C 0.293935 0.655823 -2.395076 0.116 -0.330 0.336
C 0.896633 1.868162 -2.078452 0.026 0.110 -0.030
C 0.960151 2.831524 -3.066493 -0.025 -0.015 -0.063
C 0.448429 2.588755 -4.348878 0.022 0.015 0.036
C -0.133787 1.377262 -4.670112 -0.002 0.018 0.047
C -0.212260 0.415480 -3.666369 -0.063 0.040 -0.190
S -0.893518 -1.187164 -3.748948 -0.063 -0.112 -0.353
H 1.318614 2.046244 -1.097400 -0.008 -0.027 0.016
H 1.427748 3.783504 -2.851164 -0.017 -0.019 -0.028
H 0.519445 3.359034 -5.105174 0.010 -0.016 0.017
H -0.511548 1.186520 -5.665613 -0.004 0.001 0.019
C 4.985060 -2.209407 2.089363 -0.101 -0.074 -0.001
C 3.525015 -2.381284 1.840538 0.180 -0.001 0.110
C 2.614941 -3.331226 2.293523 0.166 -0.003 -0.063
C 1.398138 -2.986636 1.727235 -0.143 -0.071 0.055
N 1.535235 -1.874211 0.978396 -0.021 -0.337 0.144
N 2.835067 -1.528350 1.077626 -0.085 0.133 -0.183
C 0.078831 -3.688958 1.849882 0.186 0.001 0.066
H 5.452747 -3.181601 2.225085 0.021 0.009 0.012
H 5.151548 -1.623972 2.994024 -0.015 -0.012 0.021
H 5.475604 -1.702726 1.259202 -0.024 -0.009 -0.007
H 2.826035 -4.169412 2.936413 -0.007 0.018 -0.026
H 3.181602 -0.731104 0.570262 0.070 0.035 -0.006
H -0.042476 -4.415674 1.049516 -0.021 -0.077 0.014
H -0.802253 -3.023835 1.847383 0.075 -0.019 -0.033
H 0.014074 -4.198378 2.809565 0.029 -0.021 0.002
```
Forces are in eV/Å.

HOMO level, eV: -14.29
Spin multiplicity: 1
LUMO, eV: -7.07
Total energy, Eh: -2399.29109
Max |F|, eV/Å: 0.98
Charge: +2
Relative energy (zero: lowest compared OMol25 entry of this formula, charge and spin), kJ/mol: 61.6
Kohn-Sham gap, hartree: 0.2654


Q: The lowest max |F| belongs to which entry?
A: C20H21N3O4S